A structure of composition C39H49N2O3P2PtS, computed with ωB97M-V/def2-TZVPD.

Each line ends with the Mulliken charge.
Atoms and positions in Å:
Pt  0.301  0.136  0.191  4.755
C  -0.776  0.125  3.304  -1.939
P  0.395  1.074  2.281  1.047
C  1.938  0.657  3.176  1.223
C  2.168  -0.690  3.495  -0.871
C  3.310  -1.072  4.178  -0.552
C  4.242  -0.116  4.561  -0.683
C  4.019  1.217  4.266  -0.727
C  2.873  1.606  3.580  -0.571
C  0.076  2.812  2.642  0.596
C  -0.986  3.191  3.461  -0.592
C  -1.227  4.535  3.709  -0.817
C  -0.408  5.505  3.151  -0.705
C  0.657  5.134  2.341  -1.286
C  0.893  3.795  2.082  -0.178
H  -0.610  0.377  4.352  0.561
H  -0.575  -0.937  3.166  0.451
H  -1.812  0.304  3.043  0.508
H  1.455  -1.456  3.206  0.157
H  3.470  -2.115  4.416  0.466
H  5.134  -0.413  5.095  0.417
H  4.733  1.969  4.575  0.445
H  2.712  2.655  3.391  0.448
H  -1.635  2.451  3.908  0.347
H  -2.055  4.822  4.343  0.464
H  -0.598  6.552  3.349  0.434
H  1.299  5.888  1.906  0.453
H  1.716  3.519  1.435  0.605
N  -0.139  -1.822  -0.849  -1.062
C  -0.493  -2.405  -2.144  0.350
C  -1.695  -3.090  -2.269  -0.769
C  -1.979  -3.753  -3.453  -0.946
C  -1.052  -3.758  -4.487  -0.931
C  0.160  -3.100  -4.341  -1.052
C  0.432  -2.407  -3.170  -0.183
H  -0.851  -2.138  -0.194  0.365
H  0.725  -2.301  -0.586  0.165
H  -2.390  -3.148  -1.438  0.556
H  -2.911  -4.295  -3.552  0.447
H  -1.260  -4.308  -5.396  0.465
H  0.926  -3.145  -5.105  0.613
H  1.377  -1.898  -3.051  1.065
C  0.358  3.428  -1.254  -1.518
C  -1.148  3.128  -1.223  2.899
C  -1.731  3.560  -2.578  -1.641
C  -1.820  3.965  -0.129  -1.976
P  -1.412  1.274  -0.964  -1.612
C  -1.040  0.662  -2.637  1.347
C  -1.965  0.200  -3.569  -0.888
C  -1.568  -0.101  -4.865  -0.963
C  -0.248  0.059  -5.252  -0.848
C  0.692  0.483  -4.323  -0.978
C  0.301  0.766  -3.027  -0.637
C  -3.180  0.915  -0.486  2.601
C  -3.327  -0.612  -0.498  -1.858
C  -3.443  1.381  0.950  -2.046
C  -4.240  1.564  -1.387  -1.791
H  0.498  4.507  -1.157  0.581
H  0.806  3.127  -2.200  0.396
H  0.897  2.941  -0.442  -0.098
H  -1.590  4.640  -2.666  0.561
H  -2.797  3.361  -2.664  0.312
H  -1.223  3.086  -3.415  0.243
H  -1.486  4.998  -0.243  0.630
H  -1.566  3.646  0.876  0.352
H  -2.903  3.968  -0.236  0.388
H  -3.004  0.065  -3.314  0.276
H  -2.300  -0.469  -5.571  0.450
H  0.058  -0.179  -6.262  0.420
H  1.735  0.561  -4.602  0.409
H  1.058  1.061  -2.309  0.160
H  -2.710  -1.062  0.285  0.262
H  -3.061  -1.060  -1.452  0.338
H  -4.366  -0.869  -0.281  0.646
H  -2.642  1.073  1.615  0.261
H  -4.367  0.913  1.297  0.628
H  -3.564  2.457  1.035  0.309
H  -4.115  1.358  -2.446  0.212
H  -4.268  2.644  -1.255  0.400
H  -5.216  1.178  -1.086  0.559
N  2.430  -0.420  0.406  -0.588
C  2.996  -1.265  -0.627  0.631
C  2.949  -2.647  -0.506  -0.781
C  3.330  -3.428  -1.591  -0.686
C  3.763  -2.825  -2.764  -0.071
C  3.917  -1.447  -2.825  -0.758
C  3.517  -0.659  -1.759  -0.922
S  3.946  -3.786  -4.282  1.325
O  3.358  -2.874  -5.258  -0.668
O  5.366  -3.998  -4.417  -0.667
O  3.141  -4.962  -4.008  -0.685
H  2.815  0.515  0.274  0.530
H  2.736  -0.699  1.334  0.113
H  2.615  -3.106  0.423  0.523
H  3.243  -4.507  -1.565  0.514
H  4.283  -1.003  -3.742  0.460
H  3.584  0.424  -1.817  0.408

Atoms 1-2, force components in eV/Å:
Pt 0.109 0.130 -0.075
C -0.037 -0.030 -0.021

Charge ... +1
Relative energy (zero: lowest compared OMol25 entry of this formula, charge and spin) ... 0.000 eV
LUMO energy ... -4.21 eV

=====

A structure of composition C39H50As6F36N7O, computed with ωB97M-V/def2-TZVPD.

Each line ends with the Mulliken charge.
Atoms and positions in Å:
C  20.722  -6.501  -13.374  2.067
C  19.729  -7.617  -13.150  -0.301
O  18.597  -7.615  -13.498  -0.477
N  20.307  -8.901  -12.578  0.907
H  21.235  -9.111  -12.937  0.276
H  20.366  -8.797  -11.549  0.376
C  19.448  -10.103  -13.001  -1.236
H  20.507  -5.716  -12.652  -1.212
H  20.482  -6.082  -14.353  -0.886
H  21.785  -6.725  -13.384  0.337
H  19.963  -10.972  -12.594  0.510
H  19.341  -10.109  -14.071  0.184
H  18.549  -10.014  -12.402  0.455
C  20.505  -3.853  -10.672  0.608
N  20.992  -2.527  -11.181  0.346
C  20.111  -1.647  -11.687  -0.438
C  20.597  -0.503  -12.268  -1.236
C  21.964  -0.231  -12.202  1.533
C  22.846  -1.137  -11.658  -0.595
C  22.305  -2.295  -11.100  -0.553
C  22.546  1.054  -12.655  0.107
C  22.077  2.285  -12.214  -0.641
C  22.652  3.462  -12.637  -0.179
N  23.693  3.411  -13.485  0.044
C  24.089  2.250  -14.019  -0.459
C  23.573  1.044  -13.604  -0.590
C  24.487  4.629  -13.758  -0.946
H  20.233  -3.770  -9.622  0.187
H  21.271  -4.597  -10.867  -0.123
H  19.598  -4.066  -11.233  -0.528
H  19.070  -1.963  -11.705  0.851
H  19.927  0.289  -12.577  0.579
H  23.912  -1.001  -11.560  0.541
H  22.896  -3.063  -10.619  0.558
H  21.175  2.356  -11.619  0.507
H  22.338  4.391  -12.186  0.385
H  24.917  2.249  -14.715  0.473
H  24.046  0.135  -13.956  0.542
H  24.154  5.455  -13.136  0.315
H  24.336  4.938  -14.789  0.348
H  25.519  4.421  -13.491  0.397
C  18.530  -10.792  -19.690  -0.963
N  18.661  -9.464  -19.067  0.244
C  19.067  -8.427  -19.823  -0.422
C  19.194  -7.179  -19.269  -0.655
C  18.913  -6.985  -17.914  0.296
C  18.453  -8.070  -17.196  -0.864
C  18.360  -9.317  -17.766  -0.508
C  19.224  -5.711  -17.224  1.502
C  20.482  -5.135  -17.459  -0.627
C  20.784  -3.968  -16.795  -0.564
N  19.876  -3.340  -16.065  0.481
C  18.650  -3.812  -15.870  -0.670
C  18.324  -5.051  -16.372  -0.285
C  20.167  -1.998  -15.559  -0.969
H  17.625  -10.738  -20.297  0.414
H  18.537  -11.589  -18.959  0.294
H  19.321  -10.932  -20.424  0.344
H  19.444  -8.641  -20.812  0.365
H  19.402  -6.315  -19.886  0.575
H  18.154  -7.950  -16.159  0.491
H  18.034  -10.245  -17.312  0.536
H  21.261  -5.561  -18.075  0.427
H  21.727  -3.470  -16.970  0.302
H  17.983  -3.212  -15.265  0.583
H  17.424  -5.558  -16.046  0.569
H  19.823  -1.222  -16.242  0.326
H  21.235  -1.887  -15.381  0.268
H  19.679  -1.870  -14.596  0.166
C  22.756  -12.589  -13.589  -0.773
N  21.848  -13.730  -13.823  0.232
C  22.201  -14.911  -13.287  -0.380
C  21.464  -16.054  -13.501  -0.650
C  20.239  -15.952  -14.162  1.003
C  19.883  -14.718  -14.679  -0.511
C  20.677  -13.617  -14.468  -0.813
C  19.422  -17.162  -14.378  0.439
C  19.080  -17.546  -15.674  -0.564
C  18.545  -18.793  -15.893  -0.409
N  18.342  -19.648  -14.883  0.023
C  18.609  -19.285  -13.619  0.033
C  19.117  -18.041  -13.339  -0.799
C  17.904  -21.040  -15.171  -0.909
H  22.276  -11.627  -13.457  0.206
H  23.508  -12.518  -14.375  0.325
H  23.326  -12.821  -12.692  0.354
H  23.132  -14.980  -12.745  0.393
H  21.863  -16.965  -13.076  0.528
H  18.955  -14.665  -15.238  0.369
H  20.427  -12.653  -14.894  0.836
H  19.376  -16.931  -16.512  0.520
H  18.249  -19.111  -16.883  0.457
H  18.396  -19.970  -12.812  0.396
H  19.382  -17.776  -12.324  0.554
H  17.920  -21.581  -14.230  0.293
H  18.681  -21.488  -15.784  0.396
H  16.909  -21.032  -15.602  0.348
As  16.578  -12.417  -14.538  2.140
F  18.311  -12.179  -14.370  -0.585
F  16.609  -11.904  -16.212  -0.501
F  14.882  -12.724  -14.669  -0.481
F  16.514  -12.905  -12.886  -0.496
F  16.311  -10.805  -14.001  -0.402
F  16.889  -14.093  -15.000  -0.542
As  22.272  -9.278  -16.090  2.044
F  21.205  -7.911  -15.928  -0.470
F  21.143  -10.391  -15.349  -0.427
F  23.367  -10.594  -16.412  -0.515
F  23.441  -8.294  -16.872  -0.493
F  22.837  -9.036  -14.478  -0.411
F  21.520  -9.620  -17.647  -0.554
As  24.169  -3.951  -13.936  2.129
F  23.517  -5.309  -13.139  -0.479
F  22.589  -3.136  -13.863  -0.357
F  24.792  -2.564  -14.817  -0.571
F  25.695  -4.715  -14.078  -0.474
F  23.700  -4.543  -15.518  -0.496
F  24.614  -3.283  -12.390  -0.499
As  16.784  -4.115  -12.279  2.153
F  16.295  -4.086  -13.968  -0.484
F  15.198  -3.690  -11.804  -0.462
F  17.355  -4.004  -10.658  -0.460
F  18.430  -4.493  -12.835  -0.579
F  17.276  -2.418  -12.503  -0.551
F  16.445  -5.771  -12.147  -0.395
As  18.145  -9.703  -9.303  2.128
F  18.117  -10.928  -8.069  -0.521
F  16.527  -9.254  -8.854  -0.518
F  18.159  -8.450  -10.518  -0.620
F  19.699  -10.318  -9.822  -0.472
F  17.410  -10.787  -10.454  -0.512
F  18.786  -8.600  -8.147  -0.487
As  23.260  -7.570  -10.193  2.033
F  22.201  -6.194  -10.478  -0.710
F  23.609  -7.570  -11.889  -0.415
F  24.227  -8.983  -9.920  -0.546
F  22.832  -7.512  -8.531  -0.503
F  21.906  -8.641  -10.516  -0.696
F  24.628  -6.553  -9.921  -0.531

Atoms 1-2, force components in eV/Å:
C -0.391 0.259 -0.091
C 1.117 0.106 -0.782

Charge ... +1
LUMO energy ... -4.68 eV

=====

F_max for every record listed, in sequence, given in eV Å⁻¹: 0.24, 2.23.
HOMO energy for every record listed, in sequence, given in eV: -9.8, -11.1.
Frontier orbital gap for every record listed, in sequence, given in Eh: 0.206, 0.237.